[1]
Molecular formula: C35H28AsF8O4PdSeTe
Method: DFT, the ωB97M-V functional and the def2-TZVPD basis

```
79
Properties=species:S:1:pos:R:3:lowdin_charge:R:1
Pd -0.96640 1.45513 0.91055 0.07
O 0.64112 -1.37492 3.76599 0.19
C 0.00898 -1.79179 2.89037 -0.44
O -0.59868 -2.25552 2.01610 0.18
C -2.39228 0.19177 5.06403 -0.49
O -2.50715 0.93473 5.94486 0.18
O -2.31721 -0.59199 4.21367 0.17
C 0.75595 1.39065 -2.18629 -0.26
As -0.82311 0.66471 -1.32632 1.09
C -2.09853 0.93552 -2.76574 -0.26
C -0.56201 -1.28451 -1.41927 -0.28
C 0.35831 -1.70817 -2.51532 -0.31
C 1.72404 -1.83528 -2.26244 -0.05
C 2.60510 -2.17573 -3.27651 -0.08
C 2.13705 -2.39318 -4.56587 -0.10
C 0.77915 -2.27665 -4.82760 -0.09
C -0.10252 -1.94113 -3.80935 -0.06
H 0.90146 0.95349 -3.17326 0.03
H 1.61725 1.20148 -1.55132 0.00
H 0.61021 2.46799 -2.26812 0.04
H -1.61770 0.66596 -3.70745 0.03
H -2.39349 1.98330 -2.78485 0.03
H -2.98169 0.32027 -2.60692 0.01
H -1.56436 -1.70200 -1.53498 0.08
H -0.17553 -1.57639 -0.44456 0.05
H 2.08994 -1.66141 -1.25610 0.10
H 3.66189 -2.27270 -3.05891 0.10
H 2.82513 -2.65714 -5.35888 0.09
H 0.40277 -2.45248 -5.82792 0.10
H -1.16366 -1.85686 -4.01712 0.11
C -6.41166 -1.59033 -3.11815 -0.06
C -5.71314 -0.61160 -2.21202 -0.29
C -5.78197 0.75561 -2.43900 -0.04
C -5.14697 1.67258 -1.60583 -0.35
C -5.25615 3.13333 -1.95326 -0.12
C -4.40568 1.21855 -0.50470 -0.55
Te -3.30901 2.61706 0.68280 0.80
C -4.38441 -0.15876 -0.22210 -0.33
C -3.72088 -0.71718 1.00470 -0.10
C -5.01911 -1.04476 -1.09109 -0.04
H -6.52561 -1.18433 -4.12402 0.07
H -7.41046 -1.82921 -2.74402 0.08
H -5.85705 -2.52689 -3.18937 0.07
H -6.33724 1.12416 -3.29680 0.11
H -5.60698 3.72224 -1.10509 0.06
H -5.94491 3.27763 -2.78668 0.07
H -4.28023 3.54242 -2.22707 0.05
H -2.62993 -0.68716 0.94715 0.03
H -4.01641 -1.75451 1.16971 0.08
H -3.98156 -0.12594 1.88261 0.05
H -4.97869 -2.10758 -0.86946 0.11
F 4.89979 1.75649 4.67575 0.11
C 3.61195 1.94612 4.36429 -0.15
C 2.61934 1.35003 5.11716 -0.15
F 2.95550 0.57473 6.15943 0.10
C 1.29151 1.53785 4.77393 -0.26
F 0.37902 0.92101 5.53569 0.07
C 0.90630 2.30083 3.68188 -0.49
Se -0.93371 2.44875 3.15672 0.62
C 1.92945 2.89299 2.95237 -0.28
F 1.65571 3.63484 1.87728 0.08
C 3.26280 2.72170 3.27498 -0.15
F 4.22452 3.28688 2.53235 0.11
F 7.92290 -1.92906 0.33994 0.12
C 7.46724 -1.38391 1.48929 -0.58
F 7.72265 -2.27025 2.46889 0.13
F 8.25492 -0.31126 1.72792 0.13
C 6.01984 -1.01812 1.40342 -0.14
C 5.54811 -0.39226 0.25575 -0.01
C 4.22184 -0.01344 0.17326 -0.02
C 3.33858 -0.25088 1.23389 -0.24
C 3.82900 -0.88843 2.37799 -0.01
C 5.15817 -1.26404 2.46375 0.00
C 1.97438 0.17467 1.14918 -0.13
C 0.85037 0.63699 1.07905 -0.21
H 6.22115 -0.19894 -0.56993 0.12
H 3.85302 0.48526 -0.71398 0.11
H 3.15516 -1.08365 3.20170 0.11
H 5.52452 -1.74740 3.35926 0.12
```

Results
* HOMO-LUMO gap: 6.8219 eV
* net charge: -1
* calculated total energy: -7483.704732 Eh
* multiplicity: 1

---

[2]
Molecular formula: C5H9NO
Method: DFT, the ωB97M-V functional and the def2-TZVPD basis

```
16
Properties=species:S:1:pos:R:3:lowdin_charge:R:1
C 1.25226 0.78537 1.49711 -0.05
C 1.27194 -0.34656 0.53391 -0.38
N 0.26583 -1.39124 0.50027 0.08
C 0.43412 -0.43905 -0.65779 -0.23
C -0.71489 0.40329 -1.06812 -0.28
C -2.00820 -0.25757 -1.22320 -0.10
O -1.73118 0.58370 -0.10386 -0.05
H 1.95066 1.54603 1.13728 0.08
H 1.57453 0.42334 2.47452 0.08
H 0.25833 1.22850 1.58335 0.08
H 2.24059 -0.78618 0.35155 0.13
H -0.48276 -1.10368 1.15584 0.11
H 1.00367 -0.73429 -1.55120 0.15
H -0.49607 1.25958 -1.71010 0.15
H -2.73106 0.14775 -1.92439 0.11
H -2.08777 -1.31897 -0.99516 0.12
```

Results
* HOMO-LUMO gap: 10.2149 eV
* SMILES string: C[C@H]1N[C@H]1[C@H]1CO1
* calculated total energy: -325.819755 Eh
* multiplicity: 1

---

[3]
Molecular formula: C4H15N2O2
Method: DFT, the ωB97M-V functional and the def2-TZVPD basis

```
23
Properties=species:S:1:pos:R:3:lowdin_charge:R:1
C -1.40417 0.47183 -0.50854 -0.15
C -0.21583 1.02168 -1.20852 -0.17
C 1.15768 0.46573 -0.81770 -0.42
C 1.74020 0.72347 0.34655 0.09
N 1.84272 0.04206 -1.98351 0.07
N -1.32119 -1.04009 -0.61873 0.17
H -1.47718 0.59921 0.56329 0.11
H -2.38465 0.88022 -0.94735 0.16
H -0.38087 0.83322 -2.30074 0.13
H 0.07147 2.11316 -1.18664 0.16
H 2.75743 0.42071 0.53814 0.08
H 1.09243 1.24445 1.04880 0.06
H 2.03361 -0.91287 -1.97255 0.06
H 2.65420 0.48455 -2.33809 0.08
H -1.02575 -1.25604 -1.53252 0.12
H -0.61956 -1.49270 -0.03774 0.10
H -2.31499 -1.56045 -0.57801 0.24
H -0.26796 -3.01643 2.08054 0.02
H 0.42220 -3.82194 0.92909 0.08
O -0.05654 -3.01338 1.18980 -0.02
H -1.02251 1.89411 3.67978 -0.01
H -0.21766 2.72339 2.83781 0.07
O -1.06309 2.19613 2.81683 -0.05
```

Results
* HOMO-LUMO gap: 9.6304 eV
* net charge: +1
* calculated total energy: -421.099247 Eh
* multiplicity: 1

---

[4]
Molecular formula: C32H35N5O4
Method: DFT, the ωB97M-V functional and the def2-TZVPD basis

```
76
Properties=species:S:1:pos:R:3:lowdin_charge:R:1
C -2.45590 -3.41771 -4.08364 -0.06
C -1.68924 -2.83792 -2.93387 -0.29
C -0.70208 -1.88240 -3.14555 -0.04
C 0.01508 -1.35693 -2.08989 -0.02
C -0.24520 -1.77426 -0.78653 -0.23
N 0.49366 -1.16605 0.24078 0.16
C 0.46433 -1.43681 1.56052 -0.47
O -0.24604 -2.25625 2.10756 0.05
C 1.42382 -0.57425 2.39425 -0.03
N 2.66831 -0.26311 1.72356 0.05
C 2.91473 1.06297 1.45783 -0.44
O 2.17773 1.94444 1.85244 0.08
N 4.05195 1.35082 0.73107 0.08
C 4.16718 2.71433 0.24354 -0.10
C 3.45926 2.83414 -1.11540 -0.05
C 2.01643 2.36277 -0.99266 -0.46
O 1.74264 1.17127 -0.97414 0.03
N 1.11436 3.35010 -0.91850 0.13
C -0.32975 3.20713 -0.75265 -0.29
C -0.71787 2.65111 0.61698 -0.12
C -2.24988 2.64251 0.72954 -0.16
N -2.90656 1.89102 -0.32030 -0.17
C -2.88040 0.45457 -0.09968 -0.14
C -3.81543 0.08291 1.02283 -0.21
C -3.43795 -0.81759 2.00884 -0.03
C -4.31791 -1.15348 3.02420 -0.08
C -5.57980 -0.58794 3.06863 -0.10
C -5.96108 0.31578 2.09015 -0.09
C -5.08507 0.64621 1.07319 -0.04
C -2.48391 2.32995 -1.63025 -0.18
C -0.96053 2.33087 -1.83388 -0.11
C 4.98160 0.42900 0.27289 -0.36
O 5.92804 0.78347 -0.39812 0.10
C 4.71050 -0.95146 0.66367 -0.06
C 5.61014 -1.95234 0.29594 0.00
C 5.35559 -3.26752 0.61174 -0.07
C 4.18624 -3.59053 1.29051 -0.05
C 3.28308 -2.61477 1.65939 0.01
C 3.53652 -1.27446 1.35598 -0.12
C -1.21938 -2.74113 -0.56397 -0.01
C -1.92769 -3.25872 -1.63225 -0.04
H -1.93946 -4.29695 -4.47089 0.08
H -2.54531 -2.69741 -4.89384 0.07
H -3.45138 -3.72390 -3.77047 0.08
H -0.49289 -1.54416 -4.15051 0.11
H 0.78192 -0.61691 -2.26493 0.10
H 1.08846 -0.40851 -0.08875 0.10
H 1.60857 -1.08626 3.34306 0.14
H 0.93384 0.38114 2.61202 0.13
H 3.71041 3.37548 0.98203 0.13
H 5.22928 2.93855 0.13082 0.13
H 3.51690 3.86335 -1.46798 0.12
H 3.97268 2.18170 -1.82459 0.13
H 1.47177 4.28867 -0.84338 0.15
H -0.73769 4.22150 -0.84775 0.15
H -0.28184 3.25447 1.41345 0.12
H -0.32684 1.63918 0.71477 0.09
H -2.55515 2.22389 1.69031 0.12
H -2.61596 3.67425 0.67581 0.12
H -1.87561 0.06991 0.12120 0.10
H -3.22200 -0.03447 -1.01799 0.14
H -2.45510 -1.26421 1.98944 0.09
H -4.01114 -1.85707 3.78414 0.10
H -6.26422 -0.84815 3.86313 0.10
H -6.94504 0.76168 2.12043 0.10
H -5.37004 1.35392 0.30944 0.11
H -2.95775 1.69490 -2.38169 0.12
H -2.85818 3.35224 -1.76522 0.12
H -0.71825 2.71692 -2.82581 0.12
H -0.57733 1.31446 -1.75644 0.09
H 6.49902 -1.65634 -0.23973 0.12
H 6.05207 -4.04193 0.33134 0.10
H 3.97418 -4.62040 1.53497 0.11
H 2.38423 -2.90353 2.17733 0.11
H -1.42463 -3.08176 0.43641 0.10
H -2.68704 -4.00400 -1.44490 0.11
```

Results
* HOMO-LUMO gap: 8.4510 eV
* SMILES string: Cc1ccc(NC(=O)Cn2c(=O)n(CCC(=O)NC3CCN(Cc4ccccc4)CC3)c(=O)c3ccccc32)cc1
* calculated total energy: -1815.295594 Eh
* multiplicity: 1

---

[5]
Molecular formula: C2H4N4O
Method: DFT, the ωB97M-V functional and the def2-TZVPD basis

```
11
Properties=species:S:1:pos:R:3:lowdin_charge:R:1
N 0.59216 1.16894 -1.33625 0.11
C 0.11024 0.72226 -0.17804 -0.43
N -0.25345 1.46487 0.86739 0.03
N -0.77579 0.61856 1.79718 -0.02
C -0.60472 -0.61395 1.39262 -0.19
N 0.02526 -0.65477 0.19199 -0.13
O 0.21478 -1.69880 -0.65779 0.00
H 0.04316 2.11366 -1.57600 0.18
H 0.54983 0.48257 -2.08819 0.09
H -1.07283 -1.48613 1.91474 0.13
H 1.17136 -2.11720 -0.32765 0.22
```

Results
* HOMO-LUMO gap: 8.6584 eV
* SMILES string: Nc1nncn1O
* calculated total energy: -372.773916 Eh
* multiplicity: 1

---

[6]
Molecular formula: C3H11N2
Method: DFT, the ωB97M-V functional and the def2-TZVPD basis

```
16
Properties=species:S:1:pos:R:3:lowdin_charge:R:1
C -0.14968 0.68706 -1.45779 -0.01
C 0.00252 -0.57435 -0.61515 -0.34
N -1.18444 -0.75847 0.22314 0.14
C 1.07654 -0.30095 0.46634 -0.17
N 0.46804 0.51053 1.52961 0.01
H -0.52852 1.39947 -0.77539 0.07
H 0.74729 1.06787 -1.78444 0.07
H -0.86408 0.44871 -2.34612 0.14
H 0.24171 -1.48944 -1.12547 0.15
H -1.35754 -1.73233 0.66390 0.23
H -1.83509 -0.33119 -0.36337 0.11
H -1.17695 0.05860 1.00897 0.19
H 1.74666 0.34444 -0.03048 0.10
H 1.60931 -1.13003 0.77833 0.11
H 0.33701 1.52797 1.44748 0.12
H 0.86723 0.27211 2.38045 0.07
```

Results
* HOMO-LUMO gap: 11.2170 eV
* SMILES string: C[C@H]([NH3+])CN
* net charge: +1
* calculated total energy: -230.123364 Eh
* multiplicity: 1

---

Number 1: LUMO energy 0.08499 Ha. Number 2: LUMO energy 0.04146 Ha. Number 3: LUMO energy -0.11714 Ha. Number 4: LUMO energy 0.01085 Ha. Number 5: LUMO energy 0.00531 Ha. Number 6: LUMO energy -0.12046 Ha.